# 1
8 unconnected molecules or ions with the total composition CH17NO9 at a distorted geometry. Source: the OMol25 dataset; level of theory: the ωB97M-V functional and the def2-TZVPD basis.

SMILES: NC(=O)O.O.O.O.O.O.O.O
Electronic energy, eV: -21230.979
HOMO, eV: -10.13
Gap between HOMO and LUMO, eV: 10.1
LUMO level, eV: 0.0

Last column: Löwdin charge in e.
CARTESIAN COORDINATES (ANGSTROEM)
O (1.04889, -1.07154, -2.80582)  -0.0754
O (-0.97810, 1.54972, 2.58099)  -0.0486
O (2.69042, 0.00398, -0.29280)  0.0834
O (-1.63179, -1.35429, 1.69028)  -0.0748
O (2.35883, -2.67753, -2.07956)  -0.0843
O (0.83656, 1.00359, -0.85998)  0.0795
O (-0.93613, 3.24547, 0.03705)  -0.0352
O (-0.05344, -1.89439, -0.56704)  -0.0572
O (-3.48766, -0.73008, -0.69252)  -0.0559
N (1.63705, 1.35144, 1.23900)  0.1987
C (1.80029, 0.74810, 0.04607)  -0.6539
H (1.97523, -2.18755, -2.83120)  -0.0084
H (1.67819, -0.59114, -2.23041)  0.0554
H (-1.00483, 1.60480, 3.53476)  0.0582
H (-4.21026, -0.59504, -0.07741)  0.0308
H (-0.99286, -1.34807, 0.93049)  0.0149
H (0.72985, 1.67731, 1.55514)  0.0600
H (-2.67493, -0.70751, -0.17838)  -0.0137
H (0.25525, 1.76472, -0.71344)  0.0861
H (-1.55045, 2.99239, 0.74827)  0.0471
H (-1.58682, -2.22833, 2.07386)  0.0488
H (-0.54209, 4.06103, 0.31355)  0.0449
H (2.33688, 1.14002, 1.93821)  0.1239
H (0.24846, -0.51533, -2.67244)  0.1024
H (2.33685, -2.07326, -1.34054)  -0.0150
H (0.35387, -1.27780, -1.21929)  -0.0025
H (-1.22894, 0.69330, 2.21608)  0.0205
H (0.59169, -2.58403, -0.34291)  0.0703

=====

# 2
A molecular structure, C18H23BN9Tc. Source: the OMol25 dataset; level of theory: the ωB97M-V functional and the def2-TZVPD basis.

2S+1: 3
Electronic energy, eV: -35281.426
HOMO (spin up / spin down), eV: -21.63 / -21.61
⟨S²⟩: 2.0181
Gap between HOMO and LUMO (spin up / spin down), eV: 5.7 / 5.8
LUMO level (spin up / spin down), eV: -16.0 / -15.8
Net charge: +4

Last column: Löwdin charge in e.
CARTESIAN COORDINATES (ANGSTROEM)
Tc (-0.08647, -1.66274, -0.29672)  1.7030
N (0.96010, -0.83128, 1.04811)  -0.1126
N (-1.68772, -0.54646, 0.21948)  -0.0547
N (0.84372, 0.52712, 1.25480)  0.0575
N (-1.12759, -3.42251, -0.42588)  0.0504
N (0.46491, -0.34271, -1.54178)  -0.1126
N (0.16541, 2.86640, 0.51048)  0.0549
N (-1.49830, 0.80336, 0.43608)  0.0369
N (0.37448, 0.99086, -1.20226)  0.0575
N (1.39558, 3.24221, 0.33861)  0.1883
C (-1.95699, -5.85990, -0.72821)  0.0535
C (-0.64462, 3.98091, 0.88657)  0.0833
C (1.25260, -1.77506, -3.44314)  0.0130
C (1.43996, 4.63163, 0.59684)  -0.1617
C (2.36804, -0.29790, 2.68254)  0.0921
C (0.14078, 5.07543, 0.94066)  0.0791
C (0.83927, 1.68710, -2.23667)  0.0671
C (2.27687, -2.78350, 1.91004)  0.0131
C (2.69479, 5.34953, 0.48553)  0.0497
C (-3.67742, -2.14562, 0.29796)  -0.0092
C (-2.68810, 1.33738, 0.76023)  0.0260
C (-3.00657, -0.82146, 0.41793)  -0.2489
C (1.01790, -0.44915, -2.81756)  -0.2309
C (-1.48243, -4.51732, -0.56505)  -0.0834
C (-3.64853, 0.36006, 0.75976)  0.0623
C (1.92364, -1.34143, 1.91776)  -0.2306
C (1.69257, 0.84557, 2.22886)  0.0673
C (1.22951, 0.82368, -3.27190)  0.0920
B (-0.07820, 1.35351, 0.26964)  -0.5555
H (2.59260, 6.40755, 0.70889)  0.1217
H (-1.81873, -6.16522, -1.77131)  0.1416
H (3.08704, -2.97051, 2.61273)  0.1195
H (-3.02016, -5.90059, -0.46636)  0.1401
H (-0.15479, 6.08212, 1.19349)  0.1591
H (3.10323, -0.33601, 3.47133)  0.1577
H (0.89796, 2.76404, -2.20662)  0.1558
H (-1.69692, 3.89240, 1.08085)  0.1278
H (1.63049, 1.11427, -4.23050)  0.1576
H (3.11474, 5.21199, -0.52275)  0.1379
H (3.44613, 4.89150, 1.14706)  0.1380
H (-4.73250, -2.01058, 0.52377)  0.1136
H (1.80854, 1.86590, 2.56014)  0.1561
H (-1.38580, -6.52627, -0.07256)  0.1413
H (1.74326, -1.64880, -4.40669)  0.1195
H (-4.69692, 0.47766, 0.97983)  0.1533
H (2.63072, -3.10230, 0.92388)  0.1005
H (-3.61089, -2.54107, -0.71626)  0.0909
H (-3.28144, -2.86467, 1.01605)  0.0909
H (0.31365, -2.30150, -3.62724)  0.1009
H (-2.81362, 2.38030, 0.97714)  0.1279
H (1.43270, -3.40289, 2.22052)  0.1010
H (1.91353, -2.39497, -2.82812)  0.1005

=====

# 3
A molecular structure, C21H18I2N5OPt. Source: the OMol25 dataset; level of theory: the ωB97M-V functional and the def2-TZVPD basis.

Electronic energy, eV: -51010.338
HOMO, eV: -10.37
Gap between HOMO and LUMO, eV: 7.1
LUMO level, eV: -3.2
Net charge: +1

Last column: Löwdin charge in e.
CARTESIAN COORDINATES (ANGSTROEM)
Pt (0.26421, -1.21565, -0.49989)  1.1960
I (0.36721, -6.27365, -1.41220)  0.9721
I (-4.90156, -5.83195, 1.42135)  0.9637
O (0.25862, -3.16047, -0.85528)  -0.3216
N (0.26494, 0.72404, -0.12655)  -0.0031
N (-1.51742, -1.62423, 0.34916)  -0.0803
N (2.03507, -1.10894, -1.49671)  -0.1202
N (0.14714, 3.12450, 0.37927)  -0.0740
N (5.71985, -4.14700, -1.71382)  0.1955
C (3.55775, -0.03604, -2.97862)  -0.0158
C (2.35817, -0.08638, -2.30032)  -0.1021
C (-2.24521, -5.66635, 0.05169)  -0.1991
C (-1.53512, 4.79962, 0.98189)  -0.1738
C (0.21176, 1.85180, 0.11074)  -0.1833
C (4.45973, -1.07518, -2.83528)  0.0243
C (-0.93637, 3.97905, -0.15062)  -0.1222
C (-3.18863, -4.90117, 0.67383)  -0.6645
C (1.23146, 3.81898, 1.10777)  -0.1208
C (-0.82838, -3.75785, -0.37580)  -0.4295
C (-3.88268, -2.60373, 1.42364)  -0.0125
C (-0.44542, 5.58125, 1.71819)  -0.1907
C (0.63467, 4.63453, 2.24437)  -0.1728
C (2.88910, -2.12838, -1.36612)  -0.0454
C (-1.06612, -5.10167, -0.47371)  -0.6415
C (5.00097, -3.26115, -1.84298)  -0.1547
C (-2.36840, -0.81741, 0.93059)  -0.1027
C (4.11164, -2.14243, -2.01811)  -0.1743
C (-1.80584, -2.96567, 0.27328)  -0.1397
C (-2.99630, -3.50908, 0.80663)  -0.1983
C (-3.56885, -1.27748, 1.48168)  -0.0245
H (-4.81054, -2.95973, 1.85251)  0.0759
H (2.57706, -2.95319, -0.74153)  0.1235
H (3.77656, 0.80835, -3.61655)  0.1220
H (1.74388, 4.47493, 0.39864)  0.1324
H (0.20248, 3.95398, 2.98324)  0.1220
H (1.94118, 3.07739, 1.46804)  0.1304
H (-2.28178, 5.47547, 0.56327)  0.1209
H (0.00740, 6.30533, 1.03304)  0.1200
H (1.62225, 0.69674, -2.39875)  0.1062
H (-2.40893, -6.73162, -0.03855)  0.0869
H (-0.88237, 6.14286, 2.54268)  0.1170
H (-1.67822, 3.34573, -0.63289)  0.1290
H (-0.50393, 4.63931, -0.90741)  0.1326
H (-4.24201, -0.57565, 1.95371)  0.1169
H (-2.09066, 0.22704, 0.96634)  0.1018
H (1.43514, 5.19079, 2.73359)  0.1212
H (-2.04563, 4.13072, 1.68071)  0.1198
H (5.41211, -1.07036, -3.34814)  0.1374

=====

Which of these has the highest electronic energy? CH17NO9

=====

Which of these has the highest electronic energy? CH17NO9